[1]
C4H6O2S | wB97M-V/def2-TZVPD

Results
net charge	0

Positions of all 13 atoms, in Å:
C  0.0218  -1.3401  -0.3459
C  -0.3261  0.0106  -1.0234
C  0.7415  -0.7958  0.8767
C  -0.0467  0.9511  0.0903
O  1.1301  0.4915  0.6805
O  -0.1795  2.2384  -0.1687
S  -1.1296  0.3662  1.5729
H  -0.8561  -1.9128  -0.0082
H  0.5450  -1.9592  -1.0805
H  0.3236  0.1856  -1.7805
H  -1.3828  0.1879  -1.3874
H  1.1630  -1.2015  1.8707
H  -0.0044  2.7781  0.7034

=====

[2]
C8H16O2 | wB97M-V/def2-TZVPD

Results
net charge	0
structure (SMILES)	CC1(CC[C@@H](O)CO)CC1

Positions of all 26 atoms, in Å:
C  0.7479  -0.6931  2.5126
C  0.8991  -2.0780  1.9172
C  -0.3882  -2.7203  1.4287
C  -1.0168  -2.0022  0.2361
C  -2.2902  -2.6597  -0.2861
O  -3.5270  -2.4748  0.8244
C  -2.8326  -1.9469  -1.5101
O  -3.7506  -0.9795  -1.2509
C  2.1595  -2.3817  1.1509
C  1.9403  -2.9849  2.5170
H  1.7056  -0.3285  2.9094
H  0.3974  0.0319  1.7628
H  0.0217  -0.7042  3.3405
H  -0.1816  -3.7640  1.1411
H  -1.0971  -2.7624  2.2728
H  -1.2437  -0.9524  0.4738
H  -0.2765  -1.9801  -0.5798
H  -2.2300  -3.7602  -0.3018
H  -3.1957  -2.6444  1.7087
H  -2.0662  -1.5943  -2.2161
H  -2.9584  -3.1460  -1.7812
H  -4.0132  -0.9788  -0.1519
H  2.0835  -3.0410  0.2837
H  2.9047  -1.5902  1.0521
H  2.5357  -2.6009  3.3474
H  1.7203  -4.0529  2.5741

=====

[3]
C45H60KN4P3S2Si | wB97M-V/def2-TZVPD

Results
net charge	-2

Positions of all 116 atoms, in Å:
K  0.0039  0.1680  -1.6543
C  4.5857  -3.4884  -0.1424
C  4.8529  -2.2448  0.7109
C  6.2860  -1.7679  0.4711
P  3.3998  -1.0738  0.4845
C  3.9012  0.2897  -0.6811
C  4.9812  1.2857  -0.2694
C  4.1649  -0.2814  -2.0773
C  3.3143  -0.2302  2.1337
C  4.4389  0.1625  2.8532
C  4.3249  0.7792  4.0936
C  3.0621  1.0035  4.6182
C  1.9364  0.5988  3.9124
C  2.0209  -0.0285  2.6668
Si  0.4947  -0.4557  1.5393
C  -0.9922  0.0312  2.7251
C  -1.2463  -0.7256  3.8759
C  -2.3735  -0.5463  4.6599
C  -3.3005  0.4230  4.3009
C  -3.0693  1.2029  3.1797
C  -1.9293  1.0298  2.3882
P  -1.6654  1.9992  0.8311
C  -0.5679  3.4123  1.3946
C  -0.6945  3.8100  2.8629
C  0.8987  3.1319  1.0746
C  -3.3050  2.8595  0.5384
C  -3.3405  3.2049  -0.9570
C  -3.6770  4.1064  1.3435
C  0.3796  -2.3805  1.8378
C  1.3000  -3.0873  2.6183
C  1.2330  -4.4621  2.7895
C  0.2079  -5.1829  2.1923
C  -0.7242  -4.5082  1.4178
C  -0.6443  -3.1300  1.2176
P  -1.7957  -2.2123  0.1084
C  -3.3327  -2.0156  1.1352
C  -3.8135  -3.2029  1.9630
C  -4.4387  -1.4118  0.2705
C  -2.2121  -3.3645  -1.3024
C  -0.9011  -3.8446  -1.9270
C  -3.1961  -4.5283  -1.1722
H  5.3397  -4.2593  0.0478
H  4.6206  -3.2441  -1.2076
H  3.5998  -3.9044  0.0679
H  4.7543  -2.5366  1.7629
H  6.4313  -1.4680  -0.5679
H  6.9889  -2.5837  0.6723
H  6.5721  -0.9266  1.0994
H  2.9669  0.8572  -0.7719
H  5.9682  0.8224  -0.2176
H  4.7641  1.7396  0.6979
H  5.0317  2.0898  -1.0096
H  5.1386  -0.7763  -2.1310
H  4.1471  0.5173  -2.8219
H  3.4034  -1.0078  -2.3694
H  5.4278  0.0029  2.4427
H  5.2121  1.0873  4.6348
H  2.9528  1.4905  5.5817
H  0.9585  0.7751  4.3477
H  -0.5408  -1.5049  4.1478
H  -2.5400  -1.1679  5.5331
H  -4.2004  0.5711  4.8876
H  -3.8085  1.9449  2.9135
H  -0.8909  4.2425  0.7536
H  -0.3349  2.9973  3.4982
H  -1.7147  4.0379  3.1682
H  -0.0730  4.6887  3.0644
H  1.2855  2.3173  1.6872
H  1.4998  4.0224  1.2873
H  1.0489  2.8630  0.0300
H  -4.0481  2.0756  0.7264
H  -2.5528  3.9256  -1.2023
H  -4.2959  3.6666  -1.2217
H  -3.1779  2.3328  -1.5986
H  -2.9374  4.8976  1.2044
H  -3.7747  3.9317  2.4143
H  -4.6334  4.4979  0.9825
H  2.0966  -2.5396  3.1119
H  1.9756  -4.9710  3.3955
H  0.1341  -6.2562  2.3257
H  -1.5270  -5.0712  0.9611
H  -3.0223  -1.2418  1.8438
H  -4.1374  -4.0436  1.3473
H  -4.6649  -2.8971  2.5806
H  -3.0289  -3.5579  2.6318
H  -4.8286  -2.1311  -0.4538
H  -4.0784  -0.5459  -0.2906
H  -5.2749  -1.0864  0.8965
H  -2.6591  -2.6540  -2.0106
H  -0.4199  -4.5941  -1.2955
H  -0.1874  -3.0279  -2.0601
H  -1.0822  -4.2854  -2.9101
H  -2.8119  -5.3342  -0.5459
H  -3.3781  -4.9528  -2.1645
H  -4.1590  -4.2166  -0.7710
S  -2.2977  0.4977  -3.7416
C  -1.5917  1.8445  -4.5918
C  -2.4455  2.9046  -4.9199
C  -2.0432  4.0422  -5.6137
C  -2.9970  5.0712  -5.9019
N  -3.7682  5.8978  -6.1246
C  -0.7097  4.1454  -6.0215
C  0.1663  3.1071  -5.7051
C  -0.2079  1.9547  -4.9938
S  1.0717  0.8303  -4.6447
C  -0.2266  5.2794  -6.7499
N  0.1796  6.1929  -7.3236
H  -3.4803  2.8247  -4.6129
H  1.1935  3.1736  -6.0442
N  1.3942  3.6701  -2.9217
C  1.4660  2.5561  -2.5200
H  1.2100  4.0606  -3.8416
N  -0.7709  -2.5135  -5.4161
H  -1.3036  -2.5749  -4.5531
H  0.1664  -2.2656  -5.1077
H  -1.1077  -1.6328  -5.8022

=====

In kJ/mol, the ΔE to the lowest compared entry with this formula, charge and spin values for the records above are, in order, 266.2, 427.6, 62.3.